Here is a molecular structure, C48H60AsBaN4O2P2Se2 from the OMol25 dataset. Energies are from ωB97M-V/def2-TZVPD.

XYZ file:
```
120
C48H60AsBaN4O2P2Se2 (ωB97M-V/def2-TZVPD)
Ba 0.211 0.532 0.144
C 3.023 3.019 -6.617
C 2.210 2.623 -5.407
C 0.874 2.876 -5.292
C 0.128 2.454 -4.162
C -1.251 2.714 -4.119
N -2.062 2.262 -3.204
C -3.470 2.669 -3.083
C -3.907 2.689 -1.623
C -2.885 3.384 -0.737
N -3.411 3.569 0.620
C -2.829 4.266 1.555
C -1.488 4.708 1.583
C -1.261 5.956 2.231
C -0.022 6.513 2.312
C 0.238 7.865 2.933
C 1.051 5.710 1.853
C 0.912 4.450 1.336
C 2.149 3.642 1.242
N 2.194 2.377 1.197
C 3.520 1.747 1.408
C 3.397 0.234 1.274
C 3.484 -0.273 -0.165
N 2.513 0.414 -1.039
C 2.942 0.860 -2.147
C 2.145 1.537 -3.188
C 2.810 1.949 -4.319
C 0.732 1.764 -3.077
O 0.046 1.382 -2.075
C -0.398 3.900 1.110
O -0.565 2.740 0.631
H 2.453 3.675 -7.276
H 3.321 2.143 -7.198
H 3.935 3.545 -6.328
H 0.352 3.401 -6.090
H -1.692 3.345 -4.887
H -1.624 1.660 -2.502
H -4.111 2.000 -3.653
H -3.557 3.664 -3.517
H -4.034 1.664 -1.268
H -4.881 3.181 -1.576
H -2.631 4.376 -1.119
H -1.963 2.819 -0.670
H -4.355 3.258 0.800
H -3.484 4.549 2.376
H -2.118 6.496 2.630
H -0.684 8.438 3.034
H 0.930 8.451 2.325
H 0.681 7.769 3.928
H 2.063 6.086 1.989
H 3.074 4.221 1.358
H 3.857 1.988 2.417
H 4.266 2.151 0.714
H 2.437 -0.060 1.718
H 4.167 -0.274 1.856
H 3.234 -1.335 -0.160
H 4.506 -0.175 -0.552
H 4.004 0.745 -2.399
H 3.880 1.743 -4.373
Se -1.215 -0.058 2.957
P 0.180 -1.701 2.918
Se 0.797 -2.406 0.966
C -0.472 -3.108 3.880
C -0.562 -4.388 3.354
C -1.026 -5.435 4.150
C -1.391 -5.201 5.467
C -1.302 -3.916 5.996
C -0.847 -2.873 5.205
C 1.675 -1.247 3.871
C 1.822 0.010 4.440
C 2.989 0.334 5.132
C 4.006 -0.602 5.260
C 3.854 -1.870 4.699
C 2.696 -2.191 4.007
H -0.271 -4.565 2.326
H -1.096 -6.434 3.736
H -1.745 -6.017 6.086
H -1.590 -3.729 7.023
H -0.789 -1.870 5.610
H 1.024 0.733 4.333
H 3.098 1.317 5.577
H 4.911 -0.353 5.804
H 4.642 -2.607 4.804
H 2.584 -3.171 3.558
C -1.071 -3.542 -3.267
As -0.150 -1.851 -2.935
C -0.023 -1.286 -4.804
C 1.660 -2.645 -2.675
C 2.300 -3.230 -3.903
C 2.148 -4.576 -4.234
C 2.718 -5.097 -5.392
C 3.458 -4.280 -6.236
C 3.628 -2.938 -5.912
C 3.054 -2.423 -4.757
H -0.554 -4.111 -4.042
H -2.094 -3.349 -3.593
H -1.103 -4.125 -2.345
H 0.376 -2.087 -5.426
H 0.615 -0.405 -4.904
H -1.028 -1.028 -5.145
H 1.520 -3.396 -1.898
H 2.285 -1.858 -2.258
H 1.588 -5.226 -3.571
H 2.591 -6.147 -5.628
H 3.907 -4.686 -7.135
H 4.213 -2.294 -6.560
H 3.187 -1.373 -4.511
C -4.681 -0.219 0.450
P -3.184 -0.535 -0.572
C -3.975 -0.935 -2.190
C -2.817 -2.236 0.008
H -5.294 -1.119 0.527
H -5.297 0.576 0.021
H -4.369 0.075 1.454
H -4.669 -1.774 -2.096
H -3.203 -1.195 -2.916
H -4.530 -0.075 -2.580
H -3.687 -2.879 -0.147
H -2.565 -2.208 1.068
H -1.958 -2.648 -0.517
```

Its molar mass is 1157.15 g mol⁻¹. For the total energy, the calculation gives -271607.653 eV. As for the charge: +1. The value obtained for the energy above the lowest of the compared OMol25 structures with the same formula, charge and spin is 29.0 kcal per mole. The value obtained for the HOMO-LUMO gap is 6.51 eV.

Here is 3 unconnected molecules or ions with the total composition C3H13NO3 from the OMol25 dataset. Energies are from ωB97M-V/def2-TZVPD.

XYZ file:
```
20
C3H13NO3 (ωB97M-V/def2-TZVPD)
N -0.485 -1.194 1.074
C -0.289 0.064 0.333
C 0.891 0.836 0.751
C 0.959 2.025 -0.186
O 1.694 1.834 -1.395
H 0.065 -2.055 0.909
H -1.350 -1.124 1.392
H -0.160 -0.174 -0.782
H -1.195 0.719 0.349
H 1.824 0.335 0.467
H 0.777 1.216 1.842
H 1.431 2.859 0.272
H -0.125 2.390 -0.378
H 1.563 2.472 -2.092
O -3.934 2.396 1.525
H -4.903 2.089 1.585
H -3.444 1.564 1.349
O 1.753 -5.273 -1.792
H 1.470 -6.212 -1.812
H 1.978 -4.925 -2.710
```

Its molar mass is 111.14 g mol⁻¹. For the total energy, the calculation gives -10952.535 eV. As for the charge: 0. The value obtained for the energy above the lowest of the compared OMol25 structures with the same formula, charge and spin is 51.6 kcal per mole. The value obtained for the HOMO-LUMO gap is 9.36 eV.